Entry 1:
{
  "formula": "C17H64N6O15",
  "method": "the ωB97M-V functional and the def2-TZVPD basis",
  "relative_energy_ev": 2.2800,
  "species": ["H", "C", "O", "H", "H", "O", "H", "O", "C", "H", "O", "H", "H", "H", "H", "H", "N", "H", "H", "H", "H", "C", "H", "C", "H", "C", "H", "C", "H", "H", "C", "O", "H", "H", "O", "C", "C", "H", "H", "H", "O", "H", "H", "H", "O", "O", "N", "H", "O", "H", "H", "H", "C", "H", "H", "H", "H", "H", "H", "H", "H", "H", "H", "H", "C", "C", "C", "H", "O", "H", "H", "H", "H", "H", "N", "H", "H", "H", "O", "H", "H", "C", "H", "H", "O", "N", "O", "C", "H", "H", "H", "N", "O", "H", "H", "C", "N", "H", "H", "H", "H", "C"],
  "xyz": [[-6.03371, 23.42743, 12.23698], [-5.95273, 27.89188, 7.81082], [-3.52747, 26.25882, 3.84988], [-4.66296, 29.18202, 9.46241], [-7.51855, 27.29804, 6.70912], [-6.28913, 31.11276, 11.45184], [-9.44380, 28.69102, 7.46793], [-5.32614, 23.41239, 11.57004], [-2.14551, 26.22479, 7.61304], [-10.70004, 27.41647, 7.82234], [-8.94013, 28.35645, 3.56760], [-5.95334, 24.56910, 9.99057], [-4.49786, 32.67466, 8.34541], [-2.21457, 29.28641, 8.90395], [-5.51005, 29.59612, 4.04158], [-5.26081, 23.03107, 9.43630], [-6.41290, 27.05032, 8.70646], [-8.18231, 22.89696, 6.11336], [-0.89737, 31.38177, 8.01135], [-7.19668, 24.72931, 5.40652], [-7.05843, 28.08789, 2.63400], [-9.60262, 27.60099, 7.66031], [-3.11482, 26.70875, 7.91642], [-4.92110, 24.16717, 6.66982], [-7.50627, 30.71499, 6.63792], [-7.92814, 25.96967, 11.83411], [-1.46134, 26.82410, 8.18309], [-7.74662, 27.67664, 3.38437], [-8.16760, 25.05709, 11.18800], [-4.26555, 24.88642, 11.22593], [-8.64979, 23.39161, 5.29448], [-6.08900, 24.83769, 6.77598], [-9.74272, 26.83267, 5.89439], [-1.97442, 29.89906, 7.29794], [-4.13054, 31.60987, 6.48247], [-4.88759, 31.80531, 7.67740], [-5.89987, 23.51852, 10.21370], [-5.04319, 23.07051, 6.43708], [-8.61932, 26.26966, 12.59506], [-10.51152, 24.19719, 8.17206], [-5.77244, 29.92351, 4.93084], [-7.99353, 29.64793, 10.23428], [-7.23986, 30.67527, 3.62417], [-5.82938, 25.68919, 7.14839], [-7.84787, 24.43053, 4.74721], [-0.73130, 30.63770, 8.62648], [-4.85769, 29.57505, 10.41948], [-4.01320, 30.00234, 10.95983], [-9.09475, 26.86734, 6.56020], [-2.00763, 26.21907, 6.50612], [-7.04334, 25.12033, 13.14002], [-2.19940, 28.17532, 5.40779], [-3.60444, 26.67811, 10.92097], [-2.32585, 28.38795, 3.58133], [-4.99424, 28.15426, 10.87247], [-9.50973, 27.66667, 3.89348], [-8.07810, 26.74834, 2.94585], [-8.41969, 23.33242, 8.92304], [-2.55704, 25.15602, 11.25470], [-6.98189, 28.40069, 9.61721], [-7.28390, 26.61379, 8.58455], [-4.61226, 30.89643, 6.08983], [-3.36235, 29.45037, 4.81597], [-4.26481, 24.75408, 6.06662], [-8.70946, 24.34691, 8.72769], [-2.87912, 28.44324, 4.55235], [-1.53572, 29.60279, 8.22292], [-4.86927, 27.71053, 3.94742], [-4.83636, 28.59176, 7.84828], [-6.36103, 31.88067, 4.73462], [-5.57644, 26.58229, 11.55239], [-4.42547, 24.25928, 7.67073], [-7.92392, 26.73949, 11.04708], [-4.79913, 30.87164, 8.28574], [-7.02841, 29.31473, 10.24227], [-5.83564, 26.89451, 9.57635], [-8.50735, 24.45660, 7.63458], [-8.73262, 31.34189, 5.61128], [-10.04618, 24.66904, 8.93312], [-8.01533, 24.88086, 9.31395], [-4.17030, 26.99826, 5.48791], [-7.92554, 30.62113, 5.64640], [-8.39988, 29.64512, 5.63021], [-9.04901, 27.37311, 8.59385], [-2.52206, 27.51437, 10.64541], [-6.71956, 27.90556, 6.73813], [-6.67301, 25.83172, 12.49984], [-6.81884, 30.85104, 4.61415], [-1.54666, 24.94916, 8.85857], [-9.63362, 23.78846, 5.57293], [-4.08030, 26.11872, 3.08781], [-3.52243, 25.53402, 11.33663], [-1.99075, 24.89688, 8.01854], [-5.91436, 31.91632, 7.44066], [-0.88292, 28.75696, 8.03065], [-4.02072, 27.36738, 4.48774], [-4.87672, 27.04818, 11.00226], [-8.71578, 22.58085, 4.49980], [-7.36386, 27.27715, 4.34928], [-6.90367, 23.19207, 10.13041], [-6.63352, 28.59115, 5.96666], [-6.03286, 30.03390, 10.70632]]
}

Entry 2:
{
  "formula": "C5H9NOS",
  "method": "the ωB97M-V functional and the def2-TZVPD basis",
  "relative_energy_ev": 1.2891,
  "species": ["H", "H", "C", "H", "S", "H", "H", "H", "C", "C", "C", "H", "O", "N", "C", "H", "H"],
  "xyz": [[-2.52901, -2.12654, 0.06271], [-1.91075, 1.77880, -0.74002], [-0.84857, 1.59050, -0.69223], [-0.43352, -1.62491, -0.35832], [-3.61087, -0.02032, 0.10538], [1.68373, 0.99230, -0.84940], [1.02944, -0.55462, 1.74552], [2.64119, 0.02221, 1.29890], [-2.34792, -1.06701, -0.02789], [-0.34036, 0.37764, -0.44931], [1.15258, 0.16200, -0.28441], [-0.19826, 2.41313, -0.85573], [1.45838, -1.10899, -0.86857], [-1.05470, -0.82848, -0.23572], [1.57824, 0.20046, 1.18244], [1.35260, 1.16273, 1.57879], [2.37780, -1.36889, -0.61215]]
}

Entry 3:
{
  "formula": "C7H8O2Si",
  "method": "the ωB97M-V functional and the def2-TZVPD basis",
  "relative_energy_ev": 3.9163,
  "species": ["C", "C", "C", "H", "O", "H", "H", "H", "H", "H", "C", "C", "H", "C", "H", "O", "C", "Si"],
  "xyz": [[2.62429, 0.63530, -0.79523], [-1.41226, 0.80912, 1.73109], [-1.09676, 0.54335, -1.23676], [-2.26859, 1.32551, 1.36202], [1.06018, -0.48399, 0.70320], [1.79922, 0.55218, -1.43077], [-1.91256, 1.64708, -2.96744], [-2.75299, -3.79038, -0.18042], [-0.66732, 1.59021, 2.01700], [3.59688, 0.36573, -1.27706], [-2.08203, -3.04873, 0.24461], [-1.40613, 1.04178, -2.29038], [-1.76361, 0.39965, 2.68479], [2.42060, -0.25590, 0.41096], [2.72721, 1.71360, -0.64397], [3.35019, -0.68146, 1.08543], [-1.43784, -2.02149, 0.25174], [-0.77851, -0.34157, 0.33119]]
}

Entry 4:
{
  "formula": "C2H8S2",
  "method": "the ωB97M-V functional and the def2-TZVPD basis",
  "relative_energy_ev": 0.2139,
  "species": ["S", "C", "H", "H", "C", "H", "H", "H", "S", "H", "H", "H"],
  "xyz": [[1.83135, 0.03683, -0.00740], [-3.02123, 0.70443, -3.07301], [1.69396, 1.25224, -0.60330], [-0.15027, -2.20852, 1.19210], [-0.67455, -1.26005, 1.10522], [-1.31534, -1.24650, 1.98702], [-3.49404, 1.58507, -2.64439], [-3.03472, 0.77722, -4.15838], [0.37804, 0.19529, 1.40824], [-1.96282, 0.63736, -2.81955], [-1.17742, -1.11225, 0.15906], [-3.54551, -0.15438, -2.66254]]
}

Entry 5:
{
  "formula": "C4H2F2O",
  "method": "the ωB97M-V functional and the def2-TZVPD basis",
  "relative_energy_ev": 6.1014,
  "species": ["H", "C", "F", "O", "C", "H", "C", "C", "F"],
  "xyz": [[0.17750, -0.76355, 2.21825], [-2.17308, 0.77374, -0.60002], [0.95936, 0.79675, -1.83836], [0.25991, -1.27037, 1.41404], [0.34404, -0.04963, -0.98076], [0.70295, 1.04048, 1.03202], [0.26585, 0.23850, 0.42963], [-0.91038, 0.56505, -0.28785], [0.37384, -1.33098, -1.38696]]
}

Entry 6:
{
  "formula": "C2H2IO3",
  "method": "the ωB97M-V functional and the def2-TZVPD basis",
  "total_charge": -1,
  "relative_energy_ev": 1.7461,
  "species": ["O", "H", "H", "O", "I", "C", "O", "C"],
  "xyz": [[2.34076, -0.72376, -0.11040], [-1.66791, 1.25719, 0.16737], [0.22573, 0.01599, -1.15454], [-0.58669, 0.44273, -1.15094], [0.76187, 1.83133, 1.45540], [-0.92208, 0.39303, 0.15469], [1.35257, -1.21632, 1.93145], [1.75712, -0.86349, 0.88748]]
}

Entry 7:
{
  "formula": "C6H9I",
  "method": "the ωB97M-V functional and the def2-TZVPD basis",
  "relative_energy_ev": 0.1058,
  "species": ["H", "H", "C", "C", "H", "C", "I", "H", "C", "C", "H", "C", "H", "H", "H", "H"],
  "xyz": [[-3.52078, -0.21300, 0.36046], [2.15889, -0.66709, -0.63098], [-2.48401, -0.11243, 0.40867], [1.66493, 0.21780, -0.31656], [-2.31123, 0.43928, -0.52610], [0.41390, 0.00840, 0.10640], [-2.40266, -3.23381, 0.79349], [1.75942, 2.26007, -0.98090], [2.46931, 1.49417, -0.63842], [-1.61571, -1.33950, 0.40940], [2.94748, 1.79725, 0.23596], [-0.28460, -1.22016, 0.27626], [-2.20305, 0.57426, 1.26032], [0.35633, -2.14395, 0.11720], [3.21577, 1.28772, -1.43795], [-0.16400, 0.85099, 0.56273]]
}

Entry 8:
{
  "formula": "C52H66O11S",
  "method": "the ωB97M-V functional and the def2-TZVPD basis",
  "species": ["C", "C", "H", "C", "H", "H", "H", "C", "C", "O", "C", "H", "H", "C", "S", "H", "H", "H", "C", "C", "C", "C", "H", "H", "H", "H", "C", "H", "C", "H", "C", "C", "C", "H", "C", "H", "H", "H", "O", "H", "O", "C", "C", "H", "C", "H", "H", "O", "H", "H", "C", "H", "C", "C", "C", "C", "C", "H", "H", "C", "H", "H", "C", "C", "H", "C", "O", "H", "H", "C", "H", "H", "C", "H", "O", "C", "H", "H", "C", "C", "H", "C", "H", "C", "C", "H", "C", "C", "H", "H", "C", "H", "C", "O", "H", "O", "H", "H", "H", "C", "H", "O", "C", "H", "H", "H", "H", "H", "H", "C", "C", "C", "H", "H", "H", "H", "H", "H", "O", "H", "C", "H", "C", "H", "O", "H", "H", "C", "C", "C"],
  "xyz": [[-1.79355, -0.09880, -4.90842], [-0.39149, 4.30849, 1.16383], [-7.41841, 1.15783, -3.25990], [-1.14441, -3.31062, -3.94754], [2.83949, -0.92805, 5.10008], [3.50578, -3.55818, 1.29312], [3.61560, -0.63211, 2.96134], [2.20604, 1.45422, -3.14686], [-4.18429, 2.73786, -1.71773], [3.65774, 0.91340, 0.22478], [-3.94154, -3.45843, 4.20520], [1.96751, 6.66350, 1.09810], [-2.53463, 4.67107, 1.11726], [4.04258, -0.12633, -3.34347], [-0.92669, 0.87559, -6.17823], [6.91094, 0.64160, 0.21649], [-1.99426, -1.09276, -5.28636], [-1.04094, 0.82058, -1.96946], [-3.42462, 0.97960, 6.16542], [-2.31774, 1.01924, 5.10222], [-3.65714, -4.78600, 4.56431], [0.72891, -3.64370, -2.47032], [-5.19059, 1.79621, 3.68422], [-2.25450, -6.40868, 4.37389], [-2.19334, -0.54905, -7.60103], [1.76250, -2.54152, -5.50407], [1.09820, -2.94253, -4.74940], [1.32546, -0.33759, -0.89932], [-2.49120, -5.38215, 4.12787], [-2.68272, 1.32880, 2.93279], [-1.54133, 5.08864, 1.22605], [2.77954, 0.04011, 3.16384], [1.83930, -6.27570, 2.06188], [-1.06643, -0.07923, -4.10273], [-6.26980, 1.53992, -1.47483], [2.70445, 3.44213, -3.90756], [-6.91122, 1.01010, -0.78137], [-1.27636, -2.82512, 2.26432], [1.52089, 0.68553, 5.00406], [-4.74736, -2.92998, 4.70135], [-3.31848, 0.94535, 7.34848], [-3.02805, 1.63381, 3.91844], [2.69838, 0.17647, -3.01688], [5.89973, 0.59555, -3.96045], [2.08501, -0.49593, 4.43889], [3.33593, 3.01300, 0.44688], [2.12041, -0.06374, 2.30452], [2.26383, -6.53066, 0.81249], [1.71000, 4.30953, 0.93040], [-2.20115, -3.35648, -4.17776], [4.87647, 0.89535, -3.76251], [5.56661, 2.48788, 1.44274], [-4.47858, 1.11699, 4.15117], [-0.18694, 7.11817, 1.26937], [2.05333, 1.80162, 4.53409], [0.93864, 6.32040, 1.16008], [3.96987, 2.29046, -0.05761], [1.17916, 1.63770, -2.85936], [3.08938, -5.32921, -0.71408], [-0.63727, -3.68663, -2.71878], [1.34411, -1.25720, 4.20864], [-0.00981, -1.35396, -1.49884], [4.77945, 0.10694, 0.18531], [-5.62013, 2.35998, -3.59663], [-3.71372, 3.38927, -3.69136], [0.84533, 4.95248, 1.00823], [4.69427, -1.05932, 0.37914], [-5.06458, 2.11967, 0.14889], [-0.67614, -2.71664, -5.94615], [4.36311, 2.17507, -3.96243], [-3.30798, -1.68940, 3.24962], [-3.28522, 3.16362, -1.28779], [3.02205, 2.42208, -3.72678], [5.96280, 3.27231, -0.08209], [0.52800, -1.72697, 1.20361], [-0.26713, -2.91110, -4.96348], [-2.30934, 7.06187, 1.06882], [4.10396, 1.63151, 3.90310], [2.71097, -4.29539, 1.19167], [0.25086, -0.49057, -0.88726], [5.03200, 2.88336, -4.43460], [-3.07190, -2.73455, 3.40131], [1.76400, -3.96310, 0.75822], [3.13509, -5.46629, 0.36669], [-0.04922, -0.90376, 0.54140], [-2.95234, 1.03308, -7.48571], [-1.40539, 6.46121, 1.09939], [2.26053, -4.88597, 2.51207], [4.38661, -1.14864, -3.27231], [-0.42406, 3.22732, 1.22671], [-1.94353, -3.38004, 2.91032], [1.51523, -4.21861, 2.94296], [-1.80789, 0.49007, 0.01501], [-4.64455, 0.99541, 5.55713], [5.98519, 1.05996, -1.14635], [0.39807, 0.22770, -6.43403], [-1.43361, -3.96499, -2.03550], [-1.53468, 1.61126, 5.56833], [2.66801, -3.29383, -3.35177], [-4.45907, 2.88947, -3.08749], [2.98335, -5.02739, 3.32216], [1.21857, -7.09348, 2.69799], [5.43142, 2.43329, 0.35823], [-2.03268, -0.00518, 4.85684], [-1.61322, 0.84957, -8.58062], [-2.16243, 1.36010, 0.56453], [2.14995, -0.72650, -2.79192], [-3.02672, 2.72023, 4.01574], [3.01047, 1.99865, 2.53863], [1.59376, -3.28267, -3.48910], [-0.64262, 0.71569, -0.95143], [-1.62706, -4.66385, 3.29842], [-4.67110, 0.08778, 3.82877], [-2.66634, -0.03597, -0.40251], [-0.14339, 1.67931, -0.83630], [-5.63703, 2.41493, -4.68256], [1.09713, -3.87868, -1.47964], [4.17929, -5.76016, 0.53419], [-1.19178, -0.37789, 1.02524], [-0.73939, -5.16316, 2.93085], [5.94120, 1.05765, -0.04408], [-2.73809, 0.42325, -4.75479], [-6.56043, 1.64953, -2.82948], [-0.18291, 8.18004, 1.46164], [1.59171, 2.88125, 4.79903], [3.94771, 2.53095, -1.12252], [-4.30584, -5.33034, 5.23823], [3.10074, 1.49509, 3.49693], [-5.12703, 2.12319, -0.93485], [-1.99335, 0.52392, -7.61763]]
}

| no. | E (a.u.) |
| --- | --- |
| 1 | -2142.91096 |
| 2 | -724.07242 |
| 3 | -711.41602 |
| 4 | -877.35086 |
| 5 | -428.32962 |
| 6 | -600.83079 |
| 7 | -531.64980 |
| 8 | -3246.82270 |